Record 1
{
  "formula": "C4H2N4",
  "method": "ωB97M-V with the def2-TZVPD basis set",
  "elements": ["N", "C", "C", "N", "N", "C", "C", "N", "H", "H"],
  "coordinates": [[-3.38896, 0.43727, -0.08062], [-2.42181, -0.16116, 0.04477], [-1.19310, -0.93008, 0.03256], [0.06885, -0.73681, 0.03364], [0.08864, 0.70016, -0.01817], [1.29845, 1.14248, -0.01148], [2.27224, 0.09312, 0.16655], [3.08114, -0.68722, -0.14907], [-1.33992, -1.99992, -0.01063], [1.53446, 2.14216, -0.00753]],
  "atomic_forces_ev_per_a": [[-0.54, 0.06, 0.15], [1.68, 0.44, -0.38], [-0.22, -3.72, 0.10], [-2.49, 3.25, -0.10], [2.07, 1.26, -0.31], [-1.82, -3.63, 1.30], [2.94, -0.70, -1.98], [-1.23, 1.23, 1.20], [-0.84, -0.33, 0.16], [0.46, 2.14, -0.16]],
  "spin_multiplicity": 1,
  "homo_lumo_gap_ev": 9.90,
  "total_energy_ha": -372.51851,
  "smiles": "N#C/C=N\\N=C/C#N"
}

Record 2
{
  "formula": "C48H123N7O20",
  "method": "ωB97M-V with the def2-TZVPD basis set",
  "elements": ["C", "C", "O", "O", "H", "H", "H", "H", "H", "H", "C", "C", "O", "O", "H", "H", "H", "H", "H", "H", "C", "C", "O", "O", "H", "H", "H", "H", "H", "H", "C", "O", "C", "C", "N", "C", "C", "O", "C", "H", "H", "H", "H", "H", "H", "H", "H", "H", "H", "H", "H", "H", "H", "H", "C", "O", "C", "C", "N", "C", "C", "O", "C", "H", "H", "H", "H", "H", "H", "H", "H", "H", "H", "H", "H", "H", "H", "H", "C", "O", "C", "C", "N", "C", "C", "O", "C", "H", "H", "H", "H", "H", "H", "H", "H", "H", "H", "H", "H", "H", "H", "H", "C", "O", "C", "C", "N", "C", "C", "O", "C", "H", "H", "H", "H", "H", "H", "H", "H", "H", "H", "H", "H", "H", "H", "H", "C", "O", "C", "C", "N", "C", "C", "O", "C", "H", "H", "H", "H", "H", "H", "H", "H", "H", "H", "H", "H", "H", "H", "H", "C", "O", "C", "C", "N", "C", "C", "O", "C", "H", "H", "H", "H", "H", "H", "H", "H", "H", "H", "H", "H", "H", "H", "H", "C", "O", "C", "C", "N", "C", "C", "O", "C", "H", "H", "H", "H", "H", "H", "H", "H", "H", "H", "H", "H", "H", "H", "H"],
  "coordinates": [[-0.11134, 1.03234, -0.45738], [-0.30812, -0.50085, -0.37722], [0.82978, -1.11381, -0.79163], [0.87664, 1.47496, 0.41173], [-1.01545, 1.62233, -0.30705], [0.14431, 1.11899, -1.51342], [-1.07255, -0.76293, -1.10869], [-0.70752, -0.87361, 0.56598], [1.52739, -0.71214, -0.26856], [1.08109, 2.38118, 0.16973], [2.62653, 0.06425, 1.21211], [3.94746, -0.43811, 1.83893], [4.60532, 0.63246, 2.49360], [1.96778, -1.15481, 0.88066], [2.77188, 0.71650, 0.35098], [2.01910, 0.64632, 1.90516], [4.66080, -0.64679, 1.04162], [3.86688, -1.34638, 2.43613], [5.00385, 1.16650, 1.80253], [1.77060, -1.63744, 1.68676], [-0.04432, -3.27127, -3.97358], [0.12841, -1.93147, -3.32231], [-0.71444, -1.81986, -2.15892], [0.51204, -4.29744, -3.09300], [0.45257, -3.40088, -4.93504], [-1.08892, -3.53746, -4.13500], [-0.16366, -1.23925, -4.11202], [1.19070, -1.85962, -3.08890], [-0.23680, -1.40761, -1.43539], [0.26456, -4.15269, -2.17681], [-2.76900, -8.09687, -2.70041], [-1.97961, -7.27746, -1.79025], [-0.88784, -6.71820, -2.45076], [0.32154, -6.18581, -1.55936], [-0.17994, -5.12697, -0.72696], [0.74941, -4.83503, 0.36845], [0.47922, -3.55172, 1.13991], [-0.80937, -3.63317, 1.82166], [-0.92937, -2.60503, 2.72262], [-3.10081, -7.45188, -3.51403], [-3.64981, -8.51423, -2.21251], [-2.23465, -8.87985, -3.23849], [-1.00771, -5.92958, -3.19360], [-0.34447, -7.51227, -2.96291], [1.17425, -5.92208, -2.18499], [0.60733, -7.08927, -1.02068], [-1.09632, -5.35923, -0.37141], [1.77502, -4.86982, 0.00100], [0.67650, -5.64648, 1.09256], [0.63814, -2.70241, 0.47543], [1.29259, -3.45067, 1.85845], [-1.91160, -2.50719, 3.18497], [-0.80598, -1.60709, 2.30190], [-0.23763, -2.67144, 3.56236], [-2.98309, 3.37376, 1.32844], [-3.36269, 3.89405, 0.04533], [-2.77638, 3.28343, -1.15546], [-3.79572, 3.39772, -2.25283], [-5.15737, 2.79729, -1.93295], [-5.18241, 1.28726, -1.68041], [-4.54001, 0.47688, -2.86677], [-3.14116, 0.29745, -2.58258], [-2.43546, -0.34188, -3.59878], [-3.78298, 3.65752, 2.01236], [-2.05615, 3.78622, 1.72690], [-2.93972, 2.28923, 1.42852], [-2.55209, 2.22873, -0.99613], [-1.87702, 3.84412, -1.41018], [-3.47018, 2.87850, -3.15424], [-3.98226, 4.47019, -2.30868], [-5.44383, 3.25499, -1.07940], [-6.14524, 0.84259, -1.42876], [-4.57528, 1.02747, -0.81323], [-4.84618, 0.89695, -3.82484], [-5.00914, -0.50536, -2.81005], [-2.66048, -0.06195, -4.62791], [-2.56687, -1.41739, -3.47996], [-1.37193, -0.19288, -3.41225], [-1.50819, 1.27464, 2.16703], [-0.86752, 0.36971, 3.08285], [0.51950, 0.54651, 3.34186], [0.77949, -0.28050, 4.61876], [0.42767, -1.67724, 4.39281], [0.46271, -2.58138, 5.55785], [-0.04246, -4.02380, 5.18609], [-1.44304, -3.88467, 4.84743], [-1.99267, -5.17710, 4.55882], [-1.62307, 2.22052, 2.69638], [-2.45028, 0.78770, 1.91512], [-0.87103, 1.49526, 1.31061], [0.74438, 1.56965, 3.64305], [1.06937, 0.29198, 2.43580], [0.21495, 0.03293, 5.49691], [1.83486, -0.30359, 4.89032], [-0.55233, -1.74162, 4.15711], [-0.10676, -2.18469, 6.39835], [1.49160, -2.64923, 5.91123], [-0.01263, -4.70599, 6.03569], [0.58539, -4.47895, 4.42010], [-3.06292, -5.10283, 4.36607], [-1.96260, -5.79363, 5.45720], [-1.38827, -5.62908, 3.77237], [-2.88121, -0.21896, 0.64181], [-4.11083, -0.58542, 1.32959], [-3.93518, -1.73157, 2.12895], [-3.68267, -3.05278, 1.45198], [-4.89147, -3.46494, 0.76557], [-4.90086, -4.76896, 0.06437], [-3.71418, -4.89242, -0.96898], [-3.75856, -3.92699, -2.05531], [-2.56921, -3.98859, -2.87407], [-2.00759, -0.36007, 1.27820], [-3.01504, 0.83702, 0.40709], [-2.70281, -0.79601, -0.26555], [-4.82314, -1.79543, 2.75788], [-3.21654, -1.54807, 2.92769], [-3.37298, -3.82351, 2.15779], [-2.89791, -2.96711, 0.70038], [-5.07988, -2.74270, 0.08516], [-5.82796, -4.94482, -0.48122], [-4.85080, -5.52310, 0.84978], [-3.70255, -5.92971, -1.30362], [-2.72847, -4.80859, -0.51133], [-1.69502, -3.49028, -2.45506], [-2.73720, -3.46422, -3.81477], [-2.31782, -5.03762, -3.03039], [3.77051, 8.13676, 6.03210], [2.66515, 7.33726, 5.61247], [2.48003, 7.50587, 4.18292], [1.14784, 7.06082, 3.65901], [1.33223, 6.80271, 2.26730], [0.13654, 6.24155, 1.68758], [-0.24888, 4.84133, 2.26691], [0.86760, 3.91588, 2.12495], [0.68851, 2.53916, 2.47093], [3.98008, 8.04989, 7.09822], [3.39289, 9.14674, 5.87259], [4.67296, 8.08355, 5.42312], [3.31449, 6.93719, 3.77259], [2.61288, 8.56082, 3.94307], [0.37383, 7.79720, 3.87525], [0.87385, 6.11270, 4.12172], [2.00945, 6.05559, 2.20996], [0.34046, 6.05128, 0.63387], [-0.68784, 6.95444, 1.70433], [-1.15354, 4.53695, 1.74056], [-0.58630, 4.89192, 3.30213], [0.21169, 2.45719, 3.44767], [1.68887, 2.12661, 2.60199], [0.08322, 2.03522, 1.71743], [6.85074, -1.31166, -6.22271], [5.58143, -1.53808, -5.60471], [5.49072, -2.58332, -4.64572], [4.18829, -2.55834, -3.82015], [4.06129, -1.24166, -3.20338], [2.81779, -1.04499, -2.49547], [2.79200, 0.14242, -1.50568], [3.06166, 1.43255, -2.15364], [1.96774, 1.99705, -2.75020], [6.71097, -0.74902, -7.14574], [7.41765, -2.22941, -6.37904], [7.41317, -0.66166, -5.55243], [6.31146, -2.41172, -3.94928], [5.66036, -3.56330, -5.09177], [4.16233, -3.34927, -3.07058], [3.29860, -2.80325, -4.40030], [4.12955, -0.54175, -3.92834], [2.46223, -1.82289, -1.81979], [2.00711, -1.04350, -3.22410], [3.61573, 0.08124, -0.79447], [1.82125, 0.29580, -1.03428], [2.38951, 2.77535, -3.38616], [1.16078, 2.26547, -2.06838], [1.51514, 1.20631, -3.34852], [4.83679, 3.02211, -2.01505], [3.58920, 3.51932, -1.48561], [3.17349, 2.83579, -0.35187], [1.83984, 3.39782, 0.20669], [0.67671, 3.00056, -0.60174], [-0.44303, 3.77442, -0.10369], [-0.50538, 5.18431, -0.76310], [-0.72138, 5.06849, -2.16508], [-1.48057, 6.02669, -2.82461], [5.11978, 3.53400, -2.93483], [4.99617, 1.94647, -2.09060], [5.69916, 3.38508, -1.45588], [3.93802, 2.99432, 0.40869], [3.03991, 1.75425, -0.32899], [2.07052, 4.45126, 0.36528], [1.68418, 2.98250, 1.20237], [0.80990, 3.18083, -1.58656], [-0.44183, 4.00297, 0.96208], [-1.37215, 3.26741, -0.36403], [0.39515, 5.74452, -0.51150], [-1.44164, 5.63905, -0.43950], [-1.83390, 5.63041, -3.77657], [-0.90640, 6.92991, -3.03106], [-2.30361, 6.38343, -2.20538]],
  "atomic_forces_ev_per_a": [[-0.85, -2.62, -0.47], [-2.23, 4.32, 3.87], [-0.80, -0.54, -2.01], [-1.80, -14.02, 3.25], [-0.04, -0.98, -0.40], [-0.10, 0.10, -0.03], [-1.22, 2.23, 1.72], [1.04, -0.04, 0.12], [-0.79, -1.28, -0.04], [-0.51, -4.46, 1.49], [2.61, -1.16, 2.75], [0.62, 1.67, -1.54], [-0.05, 0.32, 1.18], [2.96, 0.72, 3.91], [-0.06, -1.46, 1.94], [2.18, -0.29, -0.85], [-0.34, -0.97, -0.53], [-0.21, 0.36, 0.44], [0.09, 0.10, 0.13], [-0.15, -0.04, 0.38], [0.34, -1.86, 1.12], [-1.21, -1.38, -0.16], [-0.65, -3.34, -5.44], [0.53, 1.34, -2.75], [0.33, 0.39, 0.06], [0.59, 0.40, -0.50], [0.23, 0.68, 0.12], [-2.24, -0.82, 0.07], [0.94, -2.98, -3.31], [-0.72, 0.46, 0.64], [0.16, 1.22, -0.22], [-0.61, -0.80, -0.26], [3.72, -0.23, -0.68], [-2.48, -2.42, 0.13], [1.22, 0.99, 0.52], [-0.87, -0.39, 0.73], [-0.45, -0.73, -0.14], [1.19, -1.08, -2.25], [-0.93, -0.02, -0.41], [-0.35, 0.23, -0.04], [0.31, 0.17, 0.34], [0.59, -0.22, 0.59], [-0.78, -0.40, 0.11], [-0.19, -0.42, -0.55], [-0.40, 0.08, 0.14], [0.25, -0.10, 0.78], [0.14, -0.05, 0.12], [0.01, 0.34, -0.19], [0.18, -0.33, 0.30], [-1.08, -0.14, -0.03], [0.05, -0.27, 0.68], [0.12, -0.85, -0.45], [0.58, -0.16, -0.51], [-0.68, -2.69, -3.97], [-1.51, 0.26, -0.44], [0.61, -0.57, -0.11], [-2.28, 0.10, -0.45], [-2.05, -1.01, 1.02], [0.42, -1.09, -0.09], [1.89, 0.76, -0.96], [-0.85, -0.25, 2.17], [-1.05, 1.56, -0.58], [0.65, -0.80, -0.10], [-0.08, 0.25, 0.06], [-1.54, -0.85, -0.35], [-0.47, 0.79, -0.98], [-0.11, -0.05, 0.06], [-1.93, -0.56, -1.42], [0.34, 0.63, -0.14], [-0.08, -0.02, -0.88], [-0.22, -0.01, 0.16], [-0.41, 0.78, -0.42], [0.11, 0.01, 0.09], [0.74, 0.33, -0.26], [-0.01, -0.34, -0.18], [-0.41, 0.46, -0.01], [-0.16, -0.07, -0.35], [-0.50, 0.50, -0.11], [-0.06, 0.24, 3.29], [-0.65, 0.44, -0.29], [-0.83, -3.30, 3.16], [0.51, -1.41, -0.34], [1.37, 1.42, 3.10], [0.69, -0.54, -0.07], [-0.95, 1.48, 0.89], [0.51, -1.39, 0.63], [0.26, 0.52, 0.75], [-0.28, -0.25, 0.14], [1.00, 1.79, 1.89], [-2.19, -1.22, 0.01], [0.60, -4.31, 1.58], [-1.35, -0.89, 1.53], [-0.14, 0.96, -0.04], [0.23, 0.50, -0.05], [0.09, 2.30, 1.16], [-0.37, -0.06, 0.15], [0.17, -0.16, -0.02], [0.34, 0.17, 0.39], [-0.25, 0.09, -0.57], [0.20, 0.33, -0.61], [0.36, -0.27, 0.19], [-0.44, -0.21, -0.27], [-1.81, -1.95, -1.06], [1.21, 0.16, -0.85], [-0.62, 0.02, 1.87], [-0.26, -0.20, -1.16], [-1.48, -0.37, -0.42], [1.86, 1.53, -0.50], [-0.29, -0.21, 0.17], [-0.07, -0.48, 0.63], [-1.06, -0.39, 0.90], [-1.01, -1.04, -0.68], [0.10, -0.53, -0.59], [-0.75, -0.07, -0.08], [-0.59, -0.22, -0.49], [0.46, 0.35, -0.48], [0.00, 0.10, 0.18], [0.61, 0.15, 0.25], [-0.26, 0.09, -0.15], [-0.14, 0.40, 0.12], [0.39, -0.35, -0.25], [-0.28, 0.08, -0.63], [-0.23, 0.39, 0.52], [-0.78, -0.24, 0.77], [-0.80, -0.26, 0.08], [-0.39, 0.42, -0.38], [-1.27, 1.12, -0.26], [0.07, -0.28, -0.40], [0.98, 0.29, 1.62], [0.51, -0.77, 1.20], [-0.44, 0.30, -0.88], [0.52, -1.16, 0.05], [0.44, 1.52, 2.52], [-2.33, 3.82, 3.13], [-0.50, 5.03, 1.95], [-0.09, -0.54, -0.18], [0.40, 0.59, 0.24], [0.11, -0.68, -0.05], [-0.11, -0.04, -0.72], [0.16, 0.16, -0.16], [-0.05, 0.04, -0.25], [-0.16, 0.07, 0.74], [0.47, 0.03, -0.11], [0.15, 0.89, 2.19], [-0.17, -0.15, 0.35], [0.71, 1.32, 1.24], [0.29, 0.00, 0.40], [-0.91, 3.45, -0.75], [0.15, 0.98, -0.43], [2.00, 1.18, 1.92], [-0.42, 0.17, 1.12], [-0.98, -0.11, -0.69], [0.59, 0.12, 0.57], [0.08, 0.71, -0.64], [0.59, -0.28, 1.00], [0.03, 1.04, 0.57], [1.40, 1.81, -3.64], [0.13, -3.81, -0.89], [-0.36, -1.32, -2.24], [-0.23, -0.33, -0.04], [-0.10, -0.11, -0.19], [0.39, -0.02, 0.08], [0.14, -0.17, 0.40], [-0.17, -0.14, -0.28], [0.60, 0.07, 0.25], [-0.12, 0.04, -0.72], [0.12, 0.11, -0.05], [1.05, -0.92, -0.29], [1.32, 1.86, 0.22], [0.14, -0.71, -0.68], [1.62, 0.55, -1.13], [-0.75, 0.23, 0.01], [1.75, -1.36, -1.91], [-0.36, 0.06, -0.85], [1.42, 1.24, 0.48], [1.27, -0.05, -0.74], [-0.45, 0.76, 2.36], [6.79, 4.08, -2.16], [-2.10, 14.99, -6.03], [0.02, 1.08, -1.20], [-1.19, -1.02, -1.39], [1.44, -1.28, -0.46], [0.02, 1.04, 0.13], [-1.03, -0.26, -0.55], [-0.53, 0.33, -0.13], [-0.09, 0.19, 1.13], [0.13, 0.34, 0.66], [0.67, 1.67, -0.87], [-0.72, 0.22, -0.42], [2.22, 0.56, -2.50], [-0.20, 2.07, 0.93], [0.79, -1.91, -3.18], [2.45, 0.23, 1.51], [-0.28, -0.27, -1.93], [0.23, 0.63, 0.90], [-0.05, -0.16, 0.20], [0.33, 0.10, -0.16], [-0.45, -0.26, 0.04]],
  "spin_multiplicity": 1,
  "homo_lumo_gap_ev": 8.44,
  "total_energy_ha": -3788.82599
}

Record 3
{
  "formula": "C3H9NO2",
  "method": "ωB97M-V with the def2-TZVPD basis set",
  "elements": ["C", "C", "O", "O", "H", "H", "H", "H", "C", "N", "H", "H", "H", "H", "H"],
  "coordinates": [[-0.18528, -1.61137, 1.86175], [0.98670, -2.18059, 1.05227], [2.14533, -2.13480, 1.31378], [0.42776, -2.93108, 0.10515], [-0.92341, -2.31225, 2.23447], [-0.79372, -0.88798, 1.30428], [0.20590, -0.96581, 2.64713], [1.03479, -3.43490, -0.42391], [-0.72337, 1.95339, -1.72769], [-0.01870, 2.84002, -0.76437], [-0.07029, 1.41620, -2.40995], [-1.47129, 2.54991, -2.25418], [-1.32002, 1.24306, -1.15127], [-0.26194, 3.79657, -0.94343], [0.96755, 2.65962, -0.84404]],
  "atomic_forces_ev_per_a": [[0.43, 1.90, 0.04], [-2.00, -0.61, 1.36], [0.72, 0.38, -0.19], [-0.95, -0.10, -0.78], [0.44, -0.53, 0.04], [0.27, -0.31, -0.54], [0.12, -0.46, 0.34], [0.97, -0.25, -0.28], [-0.73, 0.59, 1.07], [-0.34, -1.07, -0.48], [0.02, 0.12, -0.12], [0.23, -0.15, -0.40], [0.16, -0.32, -0.14], [0.44, 0.28, -0.06], [0.21, 0.54, 0.15]],
  "spin_multiplicity": 1,
  "homo_lumo_gap_ev": 9.92,
  "total_energy_ha": -324.93039,
  "smiles": "CC(=O)O.CN"
}

Number 1: M 106.09 g mol⁻¹, highest occupied orbital energy -0.411 Eh. Number 2: M 1118.54 g mol⁻¹, highest occupied orbital energy -0.293 Eh. Number 3: M 91.11 g mol⁻¹, highest occupied orbital energy -0.340 Eh.